(1)
The following is a DFT calculation (wB97M-V/def2-TZVPD) of an isolated molecule of C22H30N4O2.

Last column: Löwdin charge in e.
Geometry (Å):
H 0.95372 3.07998 1.21657  0.113
H 3.37914 2.71787 0.98407  0.107
C -1.51490 1.35939 3.78633  0.021
N 0.76083 -1.72269 -0.56948  -0.177
H 1.48190 0.17847 -0.28915  0.109
H 2.22461 -1.82801 -2.11861  0.113
H -3.31070 1.58020 -0.44166  0.140
H 0.98772 -0.08325 -2.77977  0.106
C -0.79724 1.56425 2.57125  -0.215
N -0.69004 2.39241 -1.20009  0.063
H -0.02166 -2.45250 -3.03520  0.106
C 1.26739 0.29185 3.10197  -0.029
N -2.72604 2.12378 1.48079  -0.035
H 3.09415 -0.75586 3.45111  0.105
C 2.04517 -2.16123 -1.08179  -0.204
C 3.39009 0.95751 2.20329  -0.084
H -3.45165 1.44991 4.67937  0.121
C 1.42551 2.23795 1.69990  -0.043
H -3.38003 4.27871 -0.97264  0.119
C 2.78674 2.03487 1.57484  -0.080
H -0.46412 -3.34549 -0.17062  0.113
C 2.62760 0.08752 2.96468  -0.073
C 1.76377 -4.40258 -2.27287  -0.213
H 0.10422 2.18910 -3.07458  0.119
C 0.65331 1.36689 2.46551  -0.187
C -3.32239 2.46836 0.19870  -0.099
H 1.77989 -4.07683 -0.13159  0.115
C -3.55779 1.96828 2.59054  -0.422
C 0.56872 -0.29302 -0.66525  -0.205
H -2.07060 4.23311 0.21197  0.123
H 2.16974 -5.41735 -2.27277  0.106
C -2.62892 3.63714 -0.51226  -0.064
C 0.30214 1.80924 -2.06883  -0.174
N -1.42140 1.93589 1.49052  0.136
C -0.45701 -3.13897 -2.30861  -0.180
H 4.45272 0.79638 2.09964  0.104
H 1.29849 2.14213 -1.75337  0.119
H -4.36214 2.71605 0.42640  0.120
H -0.24261 -0.03345 0.02176  0.105
C 2.25793 -3.67352 -1.02379  -0.180
O -1.81574 3.55839 -2.77894  0.054
H -0.73495 -0.05133 -2.38343  0.115
H 3.33161 -3.85375 -0.93248  0.108
H -1.50645 -3.28093 -2.57684  0.109
H 2.16037 -3.89333 -3.15532  0.110
H -0.67513 2.13526 -0.21759  0.069
H 2.79916 -1.67135 -0.45294  0.116
H 0.67474 -0.40132 3.68015  0.114
C -0.40001 -2.52752 -0.89988  -0.187
C 0.25298 0.28040 -2.05980  -0.151
C -2.84921 1.57170 3.79246  0.053
O -4.75643 2.15515 2.50504  0.054
H -0.00427 -4.97212 -3.33444  0.106
H -0.98303 1.06542 4.67840  0.119
H -1.27807 -1.89723 -0.74277  0.115
C -1.67779 3.19478 -1.62913  -0.513
C 0.24467 -4.49276 -2.38420  -0.217
H -0.13871 -5.13196 -1.58459  0.110

E_LUMO in eV: -0.2824
SMILES: O=C(CCn1nc(-c2ccccc2)ccc1=O)NCCCN1CCCCCC1
HOMO-LUMO gap in eV: 7.718



(2)
The following is a DFT calculation (wB97M-V/def2-TZVPD) of a structure of composition C11H17BN6Tc in a non-equilibrium geometry.

Last column: Löwdin charge in e.
Geometry (Å):
C -1.23260 -1.67648 -2.23051  0.110
N -0.23339 1.80278 -1.70140  -0.012
N -0.96506 -1.30381 -0.03691  0.009
H 3.03333 -1.01318 1.89019  0.161
C -1.75902 -2.38892 -0.20820  0.018
H 4.71777 -0.27023 -0.17239  0.165
H -0.52848 -2.61352 2.84343  0.088
C 2.82284 0.18806 -1.18925  0.112
N 1.54817 0.11166 -0.77843  0.067
C -1.18096 3.58602 -0.85158  -0.014
H 0.05676 2.39136 -3.68200  0.163
H -1.43517 -1.84300 4.19931  0.117
N -0.70814 2.38620 -0.57491  0.122
H -1.75916 -0.93965 2.68335  0.082
B 0.31604 0.31315 -1.72119  -0.404
C 2.83394 -0.59787 0.89679  0.032
C 0.35084 0.58241 3.01473  -0.117
C -0.32014 2.69381 -2.71983  0.106
Tc -0.03425 -1.21926 1.94044  1.307
H 1.04516 0.49580 3.87375  0.071
H -1.20500 4.76231 -2.72359  0.151
H 0.82778 1.36296 2.37019  0.039
N -0.71500 -0.80491 -1.34657  0.083
H 0.71935 0.10123 -2.85905  0.149
H 2.99489 0.48227 -2.20779  0.177
H -1.02913 -1.52759 -3.27225  0.179
H -2.30374 -2.58311 2.82301  0.094
C -1.48128 -1.94037 3.11504  -0.122
C -0.94010 3.86307 -2.22373  0.171
H -2.42227 -3.51220 -1.97883  0.169
N 1.53362 -0.41732 0.52732  -0.019
H -1.69090 4.17820 -0.07793  0.162
C 3.66135 -0.22956 -0.16732  0.191
H -2.11271 -2.91555 0.67245  0.135
C -1.90900 -2.67501 -1.57485  0.191
H -0.49638 1.17028 3.44852  0.065

E_LUMO (alpha / beta) in eV: -15.8741 / -18.2385
Charge: +4
Multiplicity: 4
HOMO-LUMO gap (alpha / beta) in eV: 7.639 / 5.001



(3)
The following is a DFT calculation (wB97M-V/def2-TZVPD) of a cluster of 13 separate species, C5H35NO14 in total in a non-equilibrium geometry.

Last column: Löwdin charge in e.
Geometry (Å):
H -0.19283 1.92851 3.44737  -0.026
C 1.01977 -0.43968 -1.01361  -0.219
H -4.22196 0.02889 0.76257  0.079
O -4.02361 0.69264 1.49888  -0.121
H 3.44148 2.08952 1.67724  0.017
H 1.60232 4.49315 0.57838  0.051
H -3.01533 2.47596 1.37589  0.021
O -1.31561 -2.66374 1.23835  -0.053
H -1.15766 -2.21949 0.37868  0.013
H -2.58208 -1.03377 -3.07108  0.035
H 1.27281 2.48940 2.09637  0.077
H 1.90164 1.50376 -3.09228  0.089
O 2.08117 -3.40518 -2.25681  -0.041
H 2.58773 2.69026 -1.86531  0.120
C 1.82567 1.80559 -2.02442  -0.146
H -1.89072 -2.41078 -1.61294  0.015
H -0.19265 -1.00602 -4.15045  0.046
O -1.40257 -0.75477 -0.86904  0.042
O -2.57578 -2.90261 -2.15464  -0.066
H -3.67411 0.07580 2.20857  0.012
H 1.78118 -2.24981 -0.70262  0.021
H 1.11854 3.10494 -0.12093  0.057
H -1.87408 2.30571 2.30288  0.034
H 1.63206 -0.25737 1.51384  0.103
O 0.81937 1.59693 2.13196  -0.110
O -2.48330 -0.92102 2.97294  -0.089
O -2.50193 -0.36900 -3.84023  -0.079
O 1.71356 3.55899 0.54314  -0.043
N 1.33218 -1.63152 -0.11658  -0.060
H 2.53264 -2.98749 -3.02511  0.076
O -0.94338 1.90945 4.04756  -0.059
H -2.15899 -1.73716 2.48700  0.036
H -2.85535 -3.52111 -1.48682  0.041
C 2.06690 0.70537 -1.09036  -0.239
H 2.32457 1.07837 -0.00785  0.098
H 2.78705 1.28060 2.59890  -0.065
H -2.57792 -1.14748 3.92545  0.076
H 3.16793 0.21085 -1.33418  0.176
H -1.38604 1.46169 0.17181  0.108
H -0.52421 -2.08239 -3.09132  0.038
O -2.07860 2.47786 1.36793  -0.039
H 1.32180 -3.49193 -2.80018  0.002
C 2.14141 -1.23417 1.01427  -0.120
O 0.17748 -1.79335 -3.73103  -0.070
H 0.20449 1.52833 1.36139  0.030
H -3.34938 0.05986 -3.86166  0.026
H 0.85083 2.28033 -1.92740  0.062
H 3.14851 -1.05616 0.62036  0.076
H 0.88793 -0.87269 -2.05570  0.129
H -1.08120 0.99993 4.30911  0.028
H -0.47032 -3.11249 1.27767  0.050
O -0.50846 1.11870 -0.12102  0.097
C -0.41124 -0.05626 -0.65883  -0.432
H 2.08947 -1.97142 1.88376  0.096
O 3.61881 1.37748 2.29014  -0.002

E_LUMO in eV: 0.1989
HOMO-LUMO gap in eV: 9.503



(4)
The following is a DFT calculation (wB97M-V/def2-TZVPD) of a cluster of 2 separate species, C7H14 in total.

Last column: Löwdin charge in e.
Geometry (Å):
H -0.53628 0.03447 2.11988  0.097
H 0.57197 -1.98990 0.47289  0.068
H 2.19350 -1.39289 0.89270  0.076
C -1.20289 1.80836 0.98410  -0.109
H -1.40877 2.46558 1.83775  0.073
C 1.24649 -0.35223 -0.75249  -0.439
H -0.19967 2.05353 0.61935  0.050
H 0.01634 0.45768 -2.33814  0.077
C 0.23899 -0.50197 -1.86145  -0.073
C 1.88120 0.79641 -0.51886  0.008
H -0.69734 -0.91957 -1.47183  0.064
H 2.61083 0.89376 0.28221  0.062
H -2.91913 -0.22352 0.19889  0.059
H 0.60852 -1.19176 -2.63141  0.082
C -1.27645 0.36601 1.38986  -0.253
H -2.18519 -1.54292 1.27423  0.052
C -2.16737 -0.51060 0.93277  -0.034
H 1.69514 1.68229 -1.12326  0.062
H 1.94679 -2.37903 -0.56303  0.081
C 1.50813 -1.59099 0.06267  -0.077
H -1.92481 2.03727 0.19318  0.075

E_LUMO in eV: 1.0753
SMILES: C=C(C)C.C=CC
HOMO-LUMO gap in eV: 10.306



(5)
The following is a DFT calculation (wB97M-V/def2-TZVPD) of a structure of composition C4H8NO2Si in a non-equilibrium geometry.

Last column: Löwdin charge in e.
Geometry (Å):
H -1.62080 0.19124 0.95585  0.089
H 1.36116 -1.59170 -0.36184  0.054
H 2.51217 0.57612 2.31309  -0.032
C -1.26690 0.75778 -0.04489  -0.567
H -1.06128 2.60962 -0.54029  -0.066
Si 2.08193 0.33933 0.83529  0.947
C -0.32522 -0.36355 -0.70212  -0.320
H -0.78756 -1.30236 -1.05181  0.070
H 0.25574 0.08628 -1.67582  0.130
H -2.26423 0.83379 -0.73222  0.104
H 0.16124 -1.23375 1.15752  0.074
O 4.07865 -0.71689 0.54275  -0.149
O 4.38963 1.01426 -0.93194  -0.040
C 0.78113 -0.91839 0.25655  -0.370
C 3.74672 0.31516 -0.16544  -0.789
N -0.75857 1.99548 0.17367  -0.135

E_LUMO (alpha / beta) in eV: 3.3183 / 3.3179
Charge: -1
HOMO-LUMO gap (alpha / beta) in eV: 6.324 / 6.322



(6)
The following is a DFT calculation (wB97M-V/def2-TZVPD) of an isolated molecule of C7H10F2 in a non-equilibrium geometry.

Last column: Löwdin charge in e.
Geometry (Å):
H 2.88986 0.65896 0.40378  0.085
F -1.64959 1.75505 0.51666  0.089
C -0.30664 1.62891 0.52546  -0.331
C 2.51090 0.10095 -0.49404  0.031
H -0.37141 0.50800 2.36772  0.151
H -0.30104 -1.98102 0.04622  0.109
C 0.21908 -0.06126 0.30260  -0.297
H -2.58626 -1.57731 -1.05290  0.075
H -2.21778 0.14635 -0.81753  0.072
H -1.23262 -0.75646 -1.86970  0.078
C -0.90224 -1.09895 0.20672  -0.217
C -1.79962 -0.85228 -0.93847  -0.112
H 0.87545 -0.77122 -1.53177  0.107
H 3.12576 -0.42907 -1.17199  0.044
H 1.33426 0.95377 1.94847  0.056
C 0.41629 0.78913 1.57362  0.020
F 0.33808 2.38349 -0.40045  0.087
H -1.60242 -1.13323 1.04895  0.121
C 1.25995 -0.26381 -0.66335  -0.167

E_LUMO in eV: 0.9825
SMILES: C=C[C@@]1(CC)CC1(F)F
HOMO-LUMO gap in eV: 9.130



(7)
The following is a DFT calculation (wB97M-V/def2-TZVPD) of a structure of composition C4H6HgO in a non-equilibrium geometry.

Last column: Löwdin charge in e.
Geometry (Å):
H -0.01767 1.30662 -2.08880  0.055
H -1.42568 -0.58937 0.40773  0.070
H 0.85773 -0.10328 -2.96759  0.040
C 0.58383 -0.48785 1.14651  -0.505
C -0.46001 -0.16406 0.05987  -0.345
H 0.67009 -1.59812 1.20475  0.089
Hg -1.35019 1.24186 2.66843  0.294
C -0.12963 -0.70706 -1.31362  -0.030
H -0.58795 0.95256 0.04260  0.059
H 1.57199 -0.13964 0.75987  0.091
C 0.00703 0.21236 -2.29380  -0.105
O 0.28044 0.07596 2.37405  -0.714

E_LUMO (alpha / beta) in eV: 3.9523 / 2.1527
Charge: -1
Multiplicity: 2
HOMO-LUMO gap (alpha / beta) in eV: 6.121 / 4.312



(8)
The following is a DFT calculation (wB97M-V/def2-TZVPD) of a cluster of 2 separate species, C5H10O in total.

Last column: Löwdin charge in e.
Geometry (Å):
H -2.41179 -0.50846 0.26782  0.079
H -1.47215 0.63539 -1.74260  0.068
H -1.36987 -0.73263 1.68633  0.077
O 2.46835 -0.59397 -1.12795  -0.005
H -1.03433 -1.61091 0.19357  0.067
C -1.37677 -0.64738 0.59555  -0.079
C 0.56062 1.01936 1.06542  -0.078
H -0.16858 1.90723 -1.42434  0.071
H 1.26810 -1.68433 0.09518  0.087
C 1.49230 -1.26682 -0.91326  -0.176
C -0.50974 0.50202 0.12855  -0.451
H 0.80081 0.28873 1.84517  0.076
H 0.76067 -1.52996 -1.70569  0.090
H 0.21923 1.93098 1.56910  0.083
H 1.49319 1.24885 0.53840  0.073
C -0.72004 1.04189 -1.07123  0.020

E_LUMO in eV: 0.7815
SMILES: C=C(C)C.C=O
HOMO-LUMO gap in eV: 10.193



Listing molar mass for the structures above in their given order: 382.51 342.11 333.33 98.19 130.20 132.15 270.68 86.13 g/mol.